C15H14IrN4O3S6 as an isolated structure in a non-equilibrium geometry. Source: the OMol25 dataset; level of theory: the ωB97M-V functional and the def2-TZVPD basis.

Last column: Mulliken charge in e.
Element x y z (Å)
Ir  0.63759  -0.24984  0.12586  1.222
S  3.88982  -6.78328  0.68956  -0.333
C  3.12972  -5.30968  0.56019  0.116
S  3.53945  -4.12228  -0.61318  -0.129
C  2.36262  -2.92475  -0.15597  0.187
C  1.58505  -3.23053  0.88393  0.127
S  0.33539  -2.15346  1.46403  -0.388
S  1.86456  -4.79165  1.60257  -0.140
S  2.17425  -1.43038  -1.05431  -0.537
O  2.22732  0.02481  1.51181  -0.568
N  2.33218  1.17596  2.15656  0.296
C  3.42288  1.30205  2.94803  -0.178
C  3.66076  2.44785  3.65231  -0.734
C  2.74807  3.50252  3.53741  -0.118
C  1.64414  3.34705  2.74155  -0.833
C  1.40148  2.15058  2.03882  0.667
S  -0.00073  1.87945  1.09994  -0.522
H  4.05428  0.42721  2.94869  0.426
H  4.54231  2.51203  4.27305  0.380
H  2.90906  4.43105  4.06957  0.361
H  0.91393  4.13569  2.62599  0.368
O  1.76667  1.62126  -1.73224  -0.583
C  0.84351  1.17081  -2.38489  0.470
C  0.47963  1.53382  -3.81032  -0.512
C  -0.65840  0.57170  -4.12937  -0.433
C  -0.99220  -0.08022  -2.79028  0.006
O  -1.97044  -0.79407  -2.62680  -0.712
N  -0.05087  0.25209  -1.86211  0.026
H  1.35340  1.44037  -4.45307  0.289
H  0.16493  2.57841  -3.82239  0.220
H  -0.35447  -0.22575  -4.80938  0.241
H  -1.55244  1.03860  -4.54092  0.292
C  -4.98274  0.02984  1.04536  -0.972
N  -4.11349  -0.32929  -0.06137  0.050
C  -4.69249  -1.05139  -1.18760  -0.846
C  -2.80465  -0.38296  0.15129  0.279
N  -1.66904  -0.42439  0.34082  -0.353
H  -5.80194  0.64816  0.67426  0.302
H  -4.41853  0.59705  1.78132  0.341
H  -5.40206  -0.86025  1.52588  0.316
H  -5.44642  -0.42194  -1.66401  0.302
H  -5.16492  -1.97840  -0.84690  0.309
H  -3.90718  -1.27383  -1.90371  0.301

Calculated values
E_LUMO (spin up / spin down)	2.49 / 2.49	eV
orbital gap (spin up / spin down)	5.85 / 5.87	eV
2S+1	1
E_tot	-3518.2452	hartree
relative energy (zero: lowest compared OMol25 entry of this formula, charge and spin)	251.34	kJ/mol
total charge	-1

=====

C15H14N3PdS6 as an isolated structure in a non-equilibrium geometry. Source: the OMol25 dataset; level of theory: the ωB97M-V functional and the def2-TZVPD basis.

Last column: Mulliken charge in e.
Element x y z (Å)
Pd  -1.66299  0.32977  -0.32533  0.418
S  -5.49356  1.98293  5.31548  -0.091
C  -4.74291  1.79969  3.88749  0.133
S  -3.28258  2.65330  3.47061  0.034
C  -3.03674  1.91596  1.91616  0.325
C  -4.00671  0.97396  1.52509  0.018
S  -4.02448  0.19780  0.01830  -0.022
S  -5.30237  0.70104  2.65096  0.047
S  -1.70918  2.37732  0.98131  -0.198
C  -0.13222  -2.53914  -1.82135  -1.051
C  -0.23507  -2.53282  -0.34596  0.318
C  0.18248  -3.55569  0.55467  -0.679
C  -0.17906  -3.14346  1.81357  -0.993
C  -0.79202  -1.86437  1.66597  0.438
C  -1.30741  -0.94514  2.69824  -0.678
N  -0.80840  -1.52687  0.35809  0.395
H  0.22427  -3.50200  -2.17778  0.367
H  0.55856  -1.76410  -2.16735  0.159
H  -1.10264  -2.32231  -2.27248  0.217
H  0.67129  -4.47284  0.26810  0.464
H  -0.02673  -3.64982  2.75322  0.469
H  -1.18866  -1.36289  3.69478  0.402
H  -2.37000  -0.72973  2.51774  0.026
H  -0.77535  0.01698  2.64107  0.161
N  5.22853  1.78825  -1.87582  -0.278
C  4.21266  1.77602  -2.74769  0.235
S  4.47322  2.10778  -4.34494  -0.353
C  2.85307  1.45508  -2.22991  1.184
C  1.75532  1.45202  -3.08797  -0.407
C  0.49846  1.16897  -2.59374  -0.858
N  0.28084  0.89059  -1.30738  0.281
C  1.32049  0.89348  -0.46993  -0.561
C  2.60949  1.16363  -0.88681  -0.804
H  6.14563  2.01819  -2.21898  0.207
H  5.12477  1.60964  -0.89285  0.145
H  1.89185  1.67233  -4.13636  0.475
H  -0.36466  1.16241  -3.24642  0.445
H  1.11389  0.66752  0.56790  0.354
H  3.39893  1.13651  -0.14974  0.255

Calculated values
E_LUMO (spin up / spin down)	-6.78 / -6.78	eV
orbital gap (spin up / spin down)	3.16 / 3.16	eV
2S+1	1
E_tot	-3260.9695	hartree
relative energy (zero: lowest compared OMol25 entry of this formula, charge and spin)	195.63	kJ/mol
total charge	+1

=====

C15H14N4O2PdS as an isolated structure. Source: the OMol25 dataset; level of theory: the ωB97M-V functional and the def2-TZVPD basis.

Last column: Mulliken spin population.
Element x y z (Å)
Pd  -0.04264  0.18823  0.23530  1.456
N  -0.52509  -2.24027  -3.45257  0.095
C  -0.48284  -1.48085  -2.37965  -0.065
S  0.43710  -1.85606  -1.01773  0.284
N  -1.34409  -0.36572  -2.53055  0.549
N  -1.29409  0.45757  -1.52978  -0.048
C  -2.09014  1.50491  -1.55569  0.226
C  -2.10414  2.38898  -0.41804  0.041
C  -2.88340  3.53968  -0.43711  0.096
C  -2.88111  4.37317  0.67619  -0.033
C  -2.10830  4.01695  1.76302  0.086
C  -1.35642  2.83987  1.70716  0.002
N  -1.34733  2.04209  0.65673  0.116
H  0.02559  -3.08387  -3.51833  -0.003
H  -1.13699  -1.99087  -4.21786  -0.004
H  -2.73004  1.67105  -2.41720  -0.009
H  -3.47904  3.77207  -1.30955  0.002
H  -3.47479  5.27652  0.68748  0.000
H  -2.07732  4.62527  2.65582  0.003
H  -0.75536  2.53547  2.55578  0.005
C  1.50054  -0.70506  4.32357  0.005
C  1.39169  -0.02178  2.99813  0.008
O  0.55415  -0.44097  2.19912  0.123
C  2.28999  1.11466  2.67833  0.069
C  3.07340  1.65318  3.67213  0.031
C  3.98521  2.69835  3.42594  0.262
C  4.15203  3.20878  2.13771  -0.064
C  3.41009  2.69482  1.11007  0.225
C  2.43047  1.65634  1.33030  0.126
O  1.78633  1.27694  0.31712  0.395
H  0.85037  -1.57462  4.32549  -0.001
H  1.19017  -0.02957  5.12397  0.001
H  2.52819  -1.00835  4.52369  0.001
H  3.01311  1.26877  4.68042  0.013
H  4.57197  3.08676  4.24717  0.002
H  4.86932  3.99732  1.95605  0.005
H  3.50881  3.04768  0.09225  -0.001

Calculated values
E_LUMO (spin up / spin down)	-7.11 / -9.11	eV
orbital gap (spin up / spin down)	7.81 / 6.30	eV
expectation value of S²	6.081
2S+1	5
E_tot	-1474.9358	hartree
relative energy (zero: lowest compared OMol25 entry of this formula, charge and spin)	0.00	kJ/mol
total charge	+2

=====

One molecule with the formula C15H14N4O2S in a non-equilibrium geometry. Source: the OMol25 dataset; level of theory: the ωB97M-V functional and the def2-TZVPD basis.

Last column: Mulliken charge in e.
Element x y z (Å)
N  3.44830  2.70969  0.82967  -0.303
C  3.37959  3.21134  -0.41266  0.542
O  3.66275  4.34935  -0.71142  -0.635
C  2.93630  2.18635  -1.45726  -0.743
S  1.12614  1.99283  -1.51280  -0.140
C  0.88567  0.90381  -0.18397  0.497
N  1.79248  0.48259  0.66116  -0.322
N  1.19172  -0.35678  1.51954  -0.876
C  -0.07085  -0.43806  1.20498  0.317
C  -1.05864  -1.25288  1.89937  0.477
C  -2.26509  -0.71173  2.33428  -0.223
C  -3.18396  -1.51006  2.99044  -0.774
C  -2.90669  -2.84722  3.21976  -0.396
C  -1.69810  -3.38355  2.80666  -0.607
C  -0.77405  -2.59149  2.15177  -0.517
N  -0.33151  0.36562  0.11819  0.285
C  -1.52601  0.44371  -0.69415  -1.289
C  -1.50459  -0.62148  -1.74207  0.688
C  -0.96976  -0.64951  -2.99628  -0.425
C  -1.20011  -1.95645  -3.49080  -0.457
C  -1.84919  -2.62226  -2.49854  -0.533
O  -2.03622  -1.82548  -1.43458  -0.292
H  3.69768  3.32828  1.58388  0.208
H  3.08406  1.78035  1.03334  0.273
H  3.20957  2.54335  -2.44943  0.386
H  3.36017  1.20318  -1.26180  0.405
H  -2.47200  0.33996  2.19233  0.552
H  -4.11746  -1.08471  3.32824  0.394
H  -3.62881  -3.46791  3.72886  0.395
H  -1.47506  -4.42285  2.99635  0.391
H  0.17272  -2.99543  1.82847  0.438
H  -2.39711  0.30024  -0.05242  0.330
H  -1.55568  1.43157  -1.16028  0.580
H  -0.48071  0.15944  -3.49861  0.477
H  -0.91918  -2.33957  -4.44976  0.435
H  -2.21944  -3.62548  -2.42893  0.461

Calculated values
E_LUMO	0.58	eV
orbital gap	9.18	eV
2S+1	1
E_tot	-1347.6988	hartree
SMILES string	NC(=O)CSc1nnc(-c2ccccc2)n1Cc1ccco1
relative energy (zero: lowest compared OMol25 entry of this formula, charge and spin)	155.89	kJ/mol
total charge	0

=====

- What is the 2S+1 in the fourth record?
  1

=====

- The highest relative energy (zero: lowest compared OMol25 entry of this formula, charge and spin) belongs to which entry?
  C15H14IrN4O3S6

=====

- The lowest E_tot belongs to which entry?
  C15H14IrN4O3S6